Record 1
A structure of composition C41H42IIrN9O3S4, computed with ωB97M-V/def2-TZVPD.

Results
Spin multiplicity   2
Gap between HOMO and LUMO (alpha / beta)   6.06 / 5.64 eV
Lowest unoccupied orbital energy (alpha / beta)   -1.0325 / -1.4629 eV

Each line ends with the Mulliken charge.
Atoms and positions in Å:
Ir1 -0.036 0.582 0.765  1.17
I1 2.136 -4.619 0.754  -0.65
S1 1.047 5.048 2.228  -0.10
S2 -0.823 7.377 2.506  -0.28
S3 0.491 -1.513 -0.011  -0.11
S4 1.356 2.031 2.271  -0.44
O1 -2.737 -4.633 2.017  -0.44
O2 -1.750 0.526 4.297  0.29
O3 -4.466 -2.361 0.481  -0.27
N1 -0.332 -0.602 2.392  0.38
N2 -0.824 3.466 2.916  0.08
N3 2.495 0.032 -0.877  -1.64
N4 -1.258 -2.417 3.498  0.65
N5 -1.298 4.752 3.008  0.23
N6 -0.456 2.422 -0.119  0.71
N7 2.847 -2.253 -0.795  0.30
N8 1.521 0.950 -0.585  1.18
N9 -2.323 -1.631 1.650  0.26
C1 -1.511 -4.530 1.270  -0.79
C2 0.425 4.330 -1.254  -0.77
C3 -0.752 5.015 -1.010  -0.91
C4 -4.041 -1.007 -1.502  -0.47
C5 -3.733 -1.459 -0.237  0.88
C6 -4.246 5.918 4.909  -0.69
C7 -5.578 -2.969 -0.149  -1.10
C8 -1.775 4.388 -0.307  -0.95
C9 0.336 -0.301 3.632  -2.49
C10 -4.035 -4.890 3.902  -0.72
C11 -0.484 5.765 2.636  0.12
C12 2.570 -1.092 2.755  -1.07
C13 0.131 0.712 5.820  -0.58
C14 -3.620 4.063 2.945  0.31
C15 1.727 2.175 -0.970  1.47
C16 5.149 -1.818 -0.032  -0.85
C17 -1.740 -0.074 -0.163  0.04
C18 3.002 2.618 -1.593  -1.89
C19 4.240 -2.160 -1.201  -0.58
C20 -3.809 -3.568 5.891  -0.82
C21 0.562 3.035 -0.775  0.06
C22 -2.937 5.808 4.465  -0.43
C23 -0.440 0.332 4.618  1.29
C24 -1.314 -1.497 2.515  -0.65
C25 -1.595 3.085 0.114  -0.45
C26 -2.069 0.376 -1.453  -0.69
C27 -2.770 -2.892 5.293  -0.48
C28 -2.337 -3.200 3.999  0.31
C29 2.076 -1.190 -0.601  -0.08
C30 1.687 -0.532 3.828  1.90
C31 -2.639 4.888 3.475  -0.02
C32 -2.959 -4.230 3.287  0.32
C33 2.247 -0.141 5.050  -0.90
C34 -4.923 4.173 3.403  -0.82
C35 -3.192 -0.081 -2.108  -1.41
C36 -2.569 -1.007 0.420  0.33
C37 1.487 0.464 6.026  -1.10
C38 -2.503 1.406 5.112  -1.19
C39 0.395 3.465 2.484  0.01
C40 -5.239 5.107 4.380  -0.53
C41 -4.452 -4.573 5.173  -0.45
H1 -0.474 -2.314 4.126  0.45
H2 4.313 -1.405 -1.985  0.28
H3 -4.515 -5.674 3.332  0.47
H4 -1.509 -3.603 0.700  0.36
H5 -5.278 -5.115 5.614  0.39
H6 -1.417 1.076 -1.956  0.38
H7 3.304 -0.312 5.209  0.49
H8 1.945 0.762 6.960  0.41
H9 -2.364 2.529 0.630  0.66
H10 4.506 -3.123 -1.634  0.39
H11 -3.412 0.267 -3.108  0.45
H12 5.095 -2.591 0.735  0.24
H13 -4.487 6.640 5.677  0.40
H14 -3.451 1.550 4.602  0.19
H15 -0.870 6.033 -1.355  0.45
H16 -6.258 5.201 4.730  0.41
H17 -1.995 2.368 5.214  0.41
H18 -2.156 6.431 4.876  0.48
H19 -2.257 -2.091 5.813  0.46
H20 -6.320 -2.221 -0.437  0.37
H21 -2.995 -2.355 1.868  0.40
H22 2.542 -3.124 -0.337  -0.03
H23 -0.457 1.196 6.585  0.54
H24 4.854 -0.869 0.415  0.17
H25 3.026 3.695 -1.734  0.49
H26 -6.007 -3.645 0.585  0.26
H27 3.161 2.121 -2.551  0.31
H28 1.233 4.792 -1.799  0.40
H29 2.955 -0.275 2.135  0.14
H30 6.182 -1.734 -0.370  0.39
H31 -5.691 3.530 2.995  0.44
H32 -0.596 -4.591 1.854  0.24
H33 -3.355 3.339 2.189  0.33
H34 -2.688 0.971 6.098  0.36
H35 2.052 -1.806 2.115  -0.13
H36 -4.910 -1.375 -2.025  0.48
H37 3.418 -1.614 3.193  0.66
H38 -1.539 -5.367 0.579  0.34
H39 -5.263 -3.535 -1.028  0.43
H40 3.826 2.321 -0.943  0.33
H41 -2.702 4.898 -0.086  0.45
H42 -4.122 -3.312 6.894  0.41



Record 2
The ion C5H4N5S with charge -1, computed with ωB97M-V/def2-TZVPD.

Results
Gap between HOMO and LUMO   7.27 eV
Lowest unoccupied orbital energy   3.4485 eV
SMILES   C=C[C@H](C#N)n1nnnc1[S-]
Charge   -1

Each line ends with the natural charge from an NBO analysis.
Atoms and positions in Å:
S1 1.880 1.071 3.191  -0.40
N1 -0.441 1.614 1.961  -0.23
N2 -3.237 -0.119 1.293  -0.35
N3 0.689 3.375 2.395  -0.38
N4 -1.051 2.595 1.389  -0.12
N5 -0.467 3.681 1.754  -0.10
C1 -0.631 0.267 1.448  -0.21
C2 0.784 2.055 2.507  0.12
C3 -0.246 0.229 -0.877  -0.35
C4 0.165 -0.181 0.315  -0.18
C5 -2.074 -0.017 1.366  0.31
H1 0.885 -0.996 0.465  0.22
H2 0.316 0.042 -1.729  0.19
H3 -1.071 0.902 -0.950  0.21
H4 -0.278 -0.440 2.324  0.29



Record 3
A cluster of 4 separate species, C3H13NO4 in total, computed with ωB97M-V/def2-TZVPD.

Results
Gap between HOMO and LUMO   9.93 eV
Lowest unoccupied orbital energy   0.6552 eV
SMILES   C[C@@H](N)C=O.O.O.O

Each line ends with the natural charge from an NBO analysis.
Atoms and positions in Å:
O1 -1.087 -0.729 1.502  -0.57
O2 1.591 0.334 1.969  -0.95
O3 0.830 2.449 0.535  -1.00
O4 -1.413 1.960 -0.780  -0.99
N1 0.728 -2.219 0.007  -0.86
C1 -0.024 -0.650 -1.751  -0.62
C2 -0.439 -1.630 -0.648  -0.18
C3 -1.355 -0.936 0.342  0.46
H1 0.588 -2.981 0.643  0.38
H2 1.475 3.162 0.505  0.49
H3 1.229 0.669 2.790  0.49
H4 -1.969 2.522 -0.209  0.46
H5 -0.881 -2.453 -1.270  0.23
H6 0.835 -0.084 1.524  0.50
H7 0.596 0.174 -1.406  0.21
H8 -0.521 2.219 -0.425  0.50
H9 -2.426 -0.770 0.065  0.13
H10 0.509 -1.107 -2.584  0.22
H11 1.440 -1.544 0.224  0.37
H12 -0.894 -0.046 -2.037  0.25
H13 1.189 1.658 1.004  0.50



Record 4
An isolated molecule of C5H7NO, computed with ωB97M-V/def2-TZVPD.

Results
Gap between HOMO and LUMO   10.66 eV
Lowest unoccupied orbital energy   0.8332 eV
SMILES   C/C=C\CN=C=O

Each line ends with the natural charge from an NBO analysis.
Atoms and positions in Å:
O1 -0.087 -1.126 -3.029  -0.53
N1 1.085 0.430 -1.666  -0.55
C1 -0.516 -1.237 1.240  -0.66
C2 1.072 0.942 -0.308  -0.25
C3 0.451 -0.373 -2.303  0.86
C4 -0.317 1.098 0.262  -0.23
C5 -0.983 0.156 0.931  -0.14
H1 -1.984 0.402 1.286  0.20
H2 1.683 0.280 0.315  0.21
H3 -0.801 2.056 0.081  0.21
H4 -1.222 -1.970 0.833  0.23
H5 0.470 -1.458 0.820  0.21
H6 -0.472 -1.403 2.323  0.22
H7 1.578 1.911 -0.328  0.22



Record 5
A structure of composition C16H17N2O10P2Ru, computed with ωB97M-V/def2-TZVPD.

Results
Gap between HOMO and LUMO (alpha / beta)   5.79 / 5.80 eV
Lowest unoccupied orbital energy (alpha / beta)   -5.5386 / -5.5224 eV
Charge   +1

Each line ends with the natural charge from an NBO analysis.
Atoms and positions in Å:
Ru1 0.224 0.805 -0.972  1.19
P1 -0.969 -1.940 -1.117  2.37
P2 -2.952 0.057 -1.190  2.39
O1 0.036 -1.037 -1.855  -1.07
O2 -3.279 -0.129 0.338  -1.00
O3 -1.798 1.017 -1.422  -1.09
O4 0.129 2.778 -0.787  -0.50
O5 -4.258 0.580 -1.867  -0.96
O6 2.157 0.241 -0.772  -0.54
O7 2.718 -1.660 2.897  -0.65
O8 -0.636 -3.468 -1.328  -0.97
O9 -1.154 -1.659 0.338  -1.16
O10 -3.611 -2.496 -1.449  -0.69
N1 0.447 0.735 0.868  -0.08
N2 1.439 0.058 1.360  -0.28
C1 -2.612 -1.583 -3.404  -0.63
C2 -2.060 5.112 0.754  -0.11
C3 -2.465 4.414 1.940  -0.20
C4 4.364 -1.374 -0.350  -0.11
C5 3.608 -1.832 1.903  0.45
C6 4.707 -2.675 2.063  -0.32
C7 -1.200 4.574 -0.138  -0.27
C8 -2.613 -1.595 -1.886  -0.47
C9 3.431 -1.166 0.674  -0.27
C10 -0.401 1.421 1.696  0.10
C11 2.316 -0.270 0.376  0.61
C12 -0.683 3.247 0.050  0.46
C13 -1.975 3.187 2.204  -0.18
C14 5.613 -2.858 1.039  -0.13
C15 -1.067 2.540 1.290  -0.06
C16 5.446 -2.207 -0.179  -0.25
H1 -2.458 6.102 0.575  0.24
H2 -0.418 1.061 2.721  0.25
H3 2.971 -2.193 3.660  0.49
H4 -2.529 -0.678 0.707  0.55
H5 -3.153 4.893 2.622  0.24
H6 -2.252 2.655 3.104  0.24
H7 6.157 -2.351 -0.980  0.23
H8 -1.923 -0.837 -3.795  0.23
H9 -2.317 -2.568 -3.763  0.24
H10 -3.620 -1.376 -3.761  0.24
H11 4.842 -3.188 3.008  0.22
H12 -4.633 1.412 -1.552  0.53
H13 4.211 -0.857 -1.287  0.24
H14 0.084 -3.677 -1.935  0.53
H15 6.458 -3.516 1.189  0.23
H16 -0.898 5.101 -1.032  0.25
H17 -3.425 -2.799 -0.551  0.49



Record 6
The ion C2H3O2 with charge +1, computed with ωB97M-V/def2-TZVPD.

Results
Gap between HOMO and LUMO   11.32 eV
Lowest unoccupied orbital energy   -6.8298 eV
Charge   +1

Each line ends with the natural charge from an NBO analysis.
Atoms and positions in Å:
O1 1.966 -0.362 -0.330  -0.13
O2 1.444 0.796 0.179  -0.04
C1 -0.119 0.214 -0.421  0.07
C2 0.892 -0.491 0.416  0.30
H1 -0.706 0.836 0.245  0.25
H2 1.017 -0.943 1.381  0.28
H3 -0.182 0.201 -1.489  0.28



Record 7
A cluster of 20 separate species, C40H130N10O20 in total, computed with ωB97M-V/def2-TZVPD.

Results
Spin multiplicity   2
Gap between HOMO and LUMO (alpha / beta)   1.99 / 8.39 eV
Lowest unoccupied orbital energy (alpha / beta)   1.4732 / 1.4723 eV
Charge   -1

Each line ends with the Mulliken charge.
Atoms and positions in Å:
O1 -1.942 4.148 3.039  -0.57
O2 2.569 -2.171 -0.441  -0.50
O3 -3.668 -0.750 3.802  0.56
O4 -3.250 1.079 -3.749  -0.66
O5 3.532 4.779 1.431  -0.42
O6 -1.225 -5.489 0.727  0.31
O7 -4.189 -0.785 1.234  -1.05
O8 3.124 -2.750 2.190  -0.47
O9 1.616 -1.744 6.882  -0.32
O10 3.030 -2.690 -3.057  -0.61
O11 -5.067 -2.681 -2.974  -0.50
O12 3.487 2.394 -1.569  -0.62
O13 0.134 0.040 -1.179  1.30
O14 -3.113 3.036 0.601  -0.82
O15 -4.902 1.397 -0.533  -0.75
O16 0.068 2.315 -6.476  -0.49
O17 -0.795 -5.111 -4.217  -0.22
O18 1.879 4.005 5.978  -0.47
O19 -0.242 6.291 -0.726  -0.27
O20 3.385 -0.123 3.077  -0.45
N1 -3.946 -3.565 0.451  -0.69
N2 -2.492 -7.617 -6.426  -0.77
N3 2.598 5.469 -1.838  -0.50
N4 -0.966 1.918 4.914  0.51
N5 2.184 0.648 -7.657  -0.84
N6 -1.800 -8.247 0.268  -0.69
N7 -0.633 -4.202 5.250  -0.09
N8 5.864 6.469 0.211  -0.74
N9 -1.546 1.040 1.914  0.78
N10 -2.412 3.727 -2.399  0.00
C1 -0.923 0.189 -0.283  -0.79
C2 -3.927 -3.634 -0.963  1.91
C3 -0.261 -0.699 -2.321  -0.03
C4 -1.291 4.595 -2.125  1.91
C5 1.008 -2.406 5.771  -0.19
C6 -1.242 -6.426 1.865  -0.60
C7 -3.114 -5.253 -6.310  -1.19
C8 3.138 1.220 -0.857  0.32
C9 4.073 4.383 -3.465  -1.67
C10 -0.225 2.847 5.702  0.50
C11 -0.301 -4.504 0.989  -0.91
C12 3.742 6.205 1.508  -0.53
C13 -2.326 -8.657 2.557  -1.71
C14 1.948 0.867 -6.246  1.42
C15 -3.954 -2.609 -3.880  0.03
C16 2.619 -0.821 6.473  -0.26
C17 3.221 4.042 5.594  -0.58
C18 -4.801 -2.492 -1.606  -0.81
C19 5.523 8.048 1.925  -1.59
C20 -1.382 -6.342 -4.566  -0.62
C21 -0.971 5.277 -3.448  -1.63
C22 -0.442 0.671 1.089  1.36
C23 2.631 4.345 -2.808  0.26
C24 1.266 3.010 5.198  0.71
C25 -4.514 -4.978 -1.371  -1.29
C26 3.205 0.436 -5.587  -1.41
C27 -0.380 7.136 0.420  -0.74
C28 -2.244 -7.603 1.440  0.57
C29 -0.349 2.439 7.132  -1.81
C30 5.254 6.596 1.511  0.38
C31 2.366 2.992 -2.153  1.53
C32 2.149 4.463 1.420  0.53
C33 -2.003 -6.295 -6.086  0.37
C34 0.936 -4.547 7.104  -1.45
C35 0.115 -3.524 6.286  -0.40
C36 -1.427 5.583 -0.964  -0.69
C37 -0.233 -5.184 -2.894  -0.47
C38 -0.906 1.511 -5.801  -0.45
C39 0.472 -0.359 1.779  -1.16
C40 1.359 2.250 -6.000  -0.18
H1 2.011 2.339 -2.950  -0.33
H2 -4.022 -1.703 1.021  0.21
H3 -2.868 1.928 -3.527  0.35
H4 4.074 0.892 -0.405  0.45
H5 1.983 3.031 -6.436  0.45
H6 3.171 6.686 0.714  0.28
H7 2.798 -2.314 -1.359  0.24
H8 -1.665 -5.968 2.759  0.22
H9 -5.809 -2.364 -1.213  0.31
H10 6.563 8.351 1.806  0.41
H11 1.324 2.513 -4.943  -0.32
H12 -0.631 0.988 5.124  -0.89
H13 -3.076 4.409 -2.736  0.29
H14 -0.807 -1.612 -2.081  -0.30
H15 4.345 5.359 -3.866  0.49
H16 3.071 -2.499 1.268  0.30
H17 -1.104 7.941 0.295  0.31
H18 -1.173 -5.997 -6.726  0.23
H19 -2.703 2.193 0.793  0.36
H20 -3.315 -4.307 0.721  -0.09
H21 0.636 7.506 0.560  0.24
H22 -0.247 -6.817 2.080  0.35
H23 -3.912 -5.486 -5.606  0.28
H24 -2.093 0.212 2.104  -0.10
H25 -4.524 -5.040 -2.459  0.12
H26 -2.751 -9.584 2.174  0.45
H27 -3.552 -1.435 4.460  -0.27
H28 -2.770 -8.337 3.500  0.39
H29 -1.340 -9.015 2.851  0.36
H30 5.777 6.005 2.263  0.24
H31 -1.827 5.901 -3.707  0.54
H32 -1.286 -3.580 4.796  0.12
H33 3.800 4.710 6.232  0.36
H34 0.289 -5.314 7.528  0.42
H35 -1.853 5.208 -0.034  0.20
H36 2.681 0.435 -1.461  -0.10
H37 -1.548 4.876 3.519  0.27
H38 0.171 1.533 0.826  -0.70
H39 -1.341 1.404 2.833  -0.18
H40 3.441 4.317 4.563  0.17
H41 -1.827 1.836 5.435  0.29
H42 3.287 6.528 2.444  0.43
H43 -1.514 -0.719 -0.162  -0.28
H44 1.175 0.133 -6.014  -0.07
H45 1.749 -2.801 5.077  0.19
H46 -4.302 2.060 -0.190  0.44
H47 -1.260 -4.880 5.659  0.31
H48 -1.337 2.594 7.566  0.55
H49 -0.562 1.356 -4.778  -0.07
H50 0.251 -4.251 -2.603  0.00
H51 -4.848 -3.788 0.845  0.34
H52 4.136 0.903 -5.908  0.35
H53 1.649 4.736 0.491  -0.32
H54 -2.686 -4.262 -6.164  0.19
H55 -4.765 0.635 0.030  0.33
H56 -3.147 -7.921 -5.719  0.28
H57 -3.445 -1.653 -3.762  -0.10
H58 2.613 1.478 0.063  -0.34
H59 -0.681 6.621 1.332  0.20
H60 1.554 -3.998 7.815  0.37
H61 1.250 3.135 4.115  -0.14
H62 0.588 -1.054 -2.905  0.07
H63 5.234 8.188 2.967  0.38
H64 0.545 -5.930 -2.732  0.48
H65 -0.070 5.866 -3.275  0.41
H66 2.943 -0.121 7.244  0.34
H67 -0.034 1.412 7.318  0.22
H68 -2.232 -6.539 -3.913  0.24
H69 -3.251 -7.360 1.101  0.17
H70 -0.134 -1.264 1.812  0.20
H71 3.556 -1.246 6.114  0.39
H72 -2.892 -3.519 -1.284  -0.80
H73 4.888 4.248 -2.754  0.22
H74 -0.785 -7.250 -4.648  0.38
H75 -0.928 -5.331 -2.067  0.11
H76 -0.595 -3.031 6.949  0.19
H77 5.000 8.785 1.315  0.34
H78 1.537 3.027 -1.447  -0.50
H79 -0.561 -3.720 0.279  -0.13
H80 2.100 3.374 1.424  -0.47
H81 1.593 4.777 2.304  0.51
H82 -0.471 3.937 -1.837  -1.36
H83 3.270 -0.640 -5.749  0.39
H84 1.681 5.781 -1.553  0.26
H85 1.375 -0.581 1.210  -0.20
H86 3.845 -3.378 2.227  0.22
H87 3.144 0.642 -4.518  0.09
H88 -0.771 4.558 -4.242  0.19
H89 1.956 4.608 -3.623  0.47
H90 -4.047 -0.727 2.179  0.26
H91 2.276 -0.181 5.660  -0.22
H92 0.338 -1.711 5.264  0.13
H93 5.853 5.483 -0.004  0.24
H94 1.645 -5.128 6.514  0.28
H95 -2.670 3.655 1.182  0.18
H96 -2.193 6.292 -1.277  0.41
H97 -3.537 -5.241 -7.315  0.43
H98 3.451 -1.068 2.938  0.33
H99 2.470 -0.281 -7.930  0.23
H100 1.844 -1.547 -0.468  0.09
H101 4.195 3.733 -4.332  0.29
H102 3.114 5.166 -1.025  -0.06
H103 -0.944 -0.222 -3.023  -0.09
H104 -0.925 -8.688 0.513  0.30
H105 3.704 3.087 5.799  0.24
H106 -3.127 -7.527 -7.206  0.30
H107 -4.232 -2.428 -4.918  0.33
H108 -5.568 -5.121 -1.133  0.37
H109 -1.154 0.506 -6.145  0.35
H110 2.568 -2.779 -3.891  0.24
H111 6.837 6.705 0.347  0.29
H112 -4.275 -1.538 -1.640  0.25
H113 -3.246 -3.425 -3.737  -0.10
H114 1.368 0.890 -8.201  0.24
H115 0.726 -4.859 0.903  0.35
H116 -2.850 3.474 -1.525  0.03
H117 1.795 2.065 5.316  -0.36
H118 -3.830 0.878 -3.014  0.30
H119 -1.666 0.888 -0.666  0.12
H120 -3.561 0.069 4.287  -0.19
H121 3.905 -2.389 -3.299  0.25
H122 4.088 0.079 3.694  0.24
H123 -0.653 3.848 5.646  0.11
H124 0.776 -0.141 2.803  0.36
H125 -1.909 1.938 -5.827  0.36
H126 -1.821 3.390 3.611  0.24
H127 -0.444 -4.006 1.948  0.42
H128 0.344 3.007 7.753  0.40
H129 -1.594 -7.445 -0.310  0.21
H130 -3.877 -5.646 -0.791  0.34